Entry 1:
Computed, not measured: the ion C2H6PS3 with charge +1, with wB97M-V/def2-TZVPD.

```
12
C2H6PS3 (wB97M-V/def2-TZVPD)
S -1.733 0.071 1.404
S -0.505 1.571 -1.594
S 1.309 -1.797 0.618
P -0.225 0.241 0.097
C 1.484 0.001 0.844
C -0.024 -1.416 -0.576
H -0.818 -2.136 -0.475
H -0.100 2.597 -0.902
H 0.196 -1.299 -1.585
H 1.703 0.382 1.863
H 2.441 0.553 0.153
H -1.756 1.329 2.118
```

HOMO-LUMO gap: 8.6628 eV
Relative energy (zero: lowest compared OMol25 entry of this formula, charge and spin): 0.0 kcal per mole
Largest force on an atom: 0.078 hartree/bohr
Net charge: +1

Entry 2:
Computed, not measured: a structure of composition C13H9ClCoN3O4, with wB97M-V/def2-TZVPD.

```
31
C13H9ClCoN3O4 (wB97M-V/def2-TZVPD)
Co -1.510 -1.847 0.000
Cl -4.407 -3.353 0.000
O 1.207 4.604 0.000
O 3.236 3.872 -0.001
O -1.625 -3.580 0.000
O -0.999 -4.582 0.000
N -1.423 0.080 0.000
N 0.501 -1.726 0.000
N 2.041 3.725 0.000
C 1.554 2.298 0.000
C -2.229 2.321 0.000
C -2.430 0.947 0.000
C 2.225 -0.025 0.000
C -3.647 -1.849 0.000
C -0.952 2.825 0.000
C 2.813 -2.344 0.000
C 0.884 -0.417 0.000
C 0.153 1.942 0.000
C 1.453 -2.656 0.000
C 3.207 -1.032 0.000
C -0.149 0.565 0.000
C 2.530 1.365 0.000
H -3.817 -1.317 0.939
H 1.160 -3.689 0.000
H -0.788 3.887 0.000
H 3.565 1.680 0.000
H -3.439 0.561 0.000
H 4.257 -0.765 0.000
H -3.817 -1.316 -0.939
H 3.531 -3.152 0.000
H -3.085 2.980 0.000
```

HOMO-LUMO gap (alpha / beta): 7.8335 / 5.7842 eV
Spin multiplicity: 5
Relative energy (zero: lowest compared OMol25 entry of this formula, charge and spin): 28.7 kcal per mole
Largest force on an atom: 0.069 hartree/bohr
Net charge: +2

Entry 3:
Computed, not measured: a cluster of 2 separate species, C15H22N in total, with wB97M-V/def2-TZVPD.

```
38
C15H22N (wB97M-V/def2-TZVPD)
N -0.662 -0.446 -0.872
C 1.038 -1.377 -2.411
C -3.180 -0.459 1.753
C 3.315 0.308 1.735
C 2.671 -0.940 1.658
C 2.564 1.490 1.730
C -0.887 0.115 1.183
C -1.707 1.295 1.098
C -1.723 -1.028 1.739
C 0.966 1.042 -1.772
C 1.174 1.437 1.605
C -0.775 0.066 -3.293
C 0.532 0.187 1.446
C 0.144 -0.192 -2.100
C 1.291 -1.007 1.535
C -3.010 0.999 1.419
H 1.645 -1.637 -1.541
H -0.899 -1.431 -0.700
H -1.526 0.834 -3.060
H -1.521 0.099 -0.905
H 1.687 0.788 -0.988
H 0.344 1.862 -1.392
H -0.215 0.407 -4.184
H 0.764 -1.967 1.513
H -3.640 -0.641 2.730
H 1.523 1.403 -2.645
H 3.047 2.468 1.871
H 4.398 0.352 1.850
H -1.322 -0.860 -3.527
H -3.800 -0.987 1.005
H -1.349 -1.296 2.746
H -3.854 1.698 1.384
H 0.597 2.364 1.651
H 0.446 -2.258 -2.700
H -1.715 -1.965 1.155
H 1.713 -1.114 -3.242
H -1.307 2.261 0.785
H 3.234 -1.870 1.743
```

HOMO-LUMO gap: 7.8636 eV
Relative energy (zero: lowest compared OMol25 entry of this formula, charge and spin): 0.0 kcal per mole
Largest force on an atom: 0.032 hartree/bohr
Net charge: +1

Entry 4:
Computed, not measured: a structure of composition C21H36P2PdS, with wB97M-V/def2-TZVPD.

```
61
C21H36P2PdS (wB97M-V/def2-TZVPD)
Pd 0.000 0.000 0.000
S -0.720 -2.271 0.418
P 0.439 2.148 -0.585
P -0.768 -0.257 -2.119
C 0.779 -3.299 4.633
C 1.211 -3.062 2.259
C -0.699 3.437 0.067
C 0.881 5.019 -5.590
C 2.084 2.893 -0.259
C -2.417 -1.000 -2.437
C 1.004 4.586 -7.031
C 1.656 -3.381 3.547
C 0.303 -1.195 -3.284
C -0.995 -2.586 3.149
C 0.746 3.076 -7.233
C -0.115 -2.656 2.059
C 0.757 0.217 1.966
C -1.658 5.419 -5.348
C -0.599 2.542 -6.815
C -0.219 5.356 -4.906
C -2.035 4.667 -6.644
C -0.897 1.420 -2.917
C -0.546 -2.902 4.434
C -1.747 3.186 -6.574
C 0.256 2.313 -2.430
H -2.273 5.024 -4.528
H 1.124 -3.546 5.629
H 0.109 3.359 -2.726
H -0.514 3.557 1.139
H -2.590 2.572 -6.256
H -2.381 -2.057 -2.161
H -1.955 6.474 -5.452
H -2.024 -2.283 3.000
H -2.714 -0.908 -3.487
H -3.111 4.804 -6.802
H -1.733 3.104 -0.059
H -0.029 -1.088 -4.322
H -1.227 -2.843 5.274
H 1.892 -3.131 1.421
H -0.560 4.400 -0.437
H 1.203 1.976 -2.868
H 0.348 5.168 -7.681
H 2.853 2.234 -0.673
H 1.716 -0.315 2.022
H -0.073 5.631 -3.860
H -1.543 5.130 -7.502
H 1.511 2.517 -6.676
H -1.859 1.842 -2.601
H 1.819 5.028 -5.034
H -3.158 -0.508 -1.801
H 2.149 3.855 -0.775
H 1.334 -0.840 -3.191
H 0.917 2.826 -8.292
H 2.680 -3.693 3.703
H 2.267 3.037 0.811
H -0.618 1.458 -6.694
H -0.914 1.343 -4.010
H 0.074 -0.246 2.687
H 0.931 1.255 2.278
H 2.026 4.793 -7.369
H 0.285 -2.251 -3.001
```

HOMO-LUMO gap (alpha / beta): 5.8413 / 2.2682 eV
Spin multiplicity: 5
Relative energy (zero: lowest compared OMol25 entry of this formula, charge and spin): 0.0 kcal per mole
Largest force on an atom: 0.079 hartree/bohr
Net charge: +2

Entry 5:
Computed, not measured: the ion C22H32NO3 with charge +1, with wB97M-V/def2-TZVPD.

```
58
C22H32NO3 (wB97M-V/def2-TZVPD)
O -0.701 -0.898 -2.370
O 1.913 2.371 0.960
O -0.955 -1.041 1.734
N -0.539 0.890 -0.171
C 5.703 0.042 -1.348
C -2.814 -1.502 -0.615
C 0.905 0.529 -0.175
C -0.347 -2.116 2.461
C 4.073 0.601 0.319
C 5.302 0.064 -0.023
C -5.129 0.019 -0.626
C -1.692 0.094 -2.221
C -0.747 1.325 2.286
C -2.886 -0.360 -1.401
C 0.978 -1.708 3.106
C 1.891 1.699 -0.283
C 3.647 1.098 -1.990
C -1.507 0.013 2.505
C -4.052 0.399 -1.405
C 4.875 0.559 -2.330
C -3.896 -1.881 0.162
C -5.051 -1.119 0.162
C -0.935 1.868 0.874
C -0.144 -3.257 1.472
C -1.014 1.284 -1.520
C 3.241 1.124 -0.663
H 0.850 -0.852 3.764
H 2.712 2.906 1.017
H 1.116 -0.002 0.753
H 3.761 0.624 1.353
H -5.895 -1.415 0.766
H 1.570 2.400 -1.072
H -2.038 0.445 -3.205
H 6.662 -0.374 -1.615
H 0.332 -4.094 1.972
H -6.033 0.607 -0.639
H -1.129 2.072 2.982
H -2.553 0.134 2.191
H -4.119 1.278 -2.030
H -0.346 2.777 0.749
H 5.187 0.547 -3.363
H 5.944 -0.335 0.745
H -1.504 -0.245 3.567
H 0.314 1.194 2.495
H 1.719 -1.469 2.346
H -1.917 -2.103 -0.624
H 1.355 -2.536 3.699
H -1.009 0.001 0.093
H 0.490 -2.933 0.649
H -1.726 2.105 -1.442
H -1.993 2.093 0.723
H 1.055 -0.153 -1.014
H -1.099 -3.589 1.075
H 3.006 1.506 -2.758
H -3.835 -2.773 0.766
H -0.164 1.613 -2.119
H -1.054 -1.630 -2.888
H -1.045 -2.435 3.248
```

HOMO-LUMO gap: 10.0497 eV
Relative energy (zero: lowest compared OMol25 entry of this formula, charge and spin): 0.0 kcal per mole
Largest force on an atom: 0.019 hartree/bohr
Net charge: +1

Entry 6:
Computed, not measured: a cluster of 11 separate species, H22O11 in total, with wB97M-V/def2-TZVPD.

```
33
H22O11 (wB97M-V/def2-TZVPD)
O -3.098 -1.935 -2.324
O -2.152 2.440 -1.811
O -3.515 -1.591 1.695
O 0.875 4.015 -0.376
O 0.403 -1.111 0.568
O 1.974 -3.854 -1.420
O 1.792 2.248 3.240
O -0.156 0.087 1.932
O 3.146 0.009 1.909
O 1.262 0.006 -1.322
O -0.701 -0.061 -1.640
H 1.084 0.521 -2.027
H 0.512 -0.600 2.099
H 0.291 3.581 0.248
H -2.817 -2.041 1.138
H 2.560 -4.560 -1.039
H 1.122 -1.088 -0.061
H -2.874 -1.001 -2.684
H 0.375 4.771 -0.742
H 2.859 0.961 1.951
H 2.674 2.122 3.465
H 0.400 -2.093 0.714
H -2.327 1.692 -1.248
H -3.771 -1.685 -1.698
H 1.251 -3.974 -0.874
H 1.800 -0.734 -1.611
H -2.107 2.017 -2.633
H -0.462 0.298 -0.781
H -3.133 -1.651 2.563
H -1.108 0.680 -2.068
H 2.396 -0.373 1.436
H 1.740 2.636 2.350
H -0.294 0.266 1.051
```

HOMO-LUMO gap: 9.6590 eV
Relative energy (zero: lowest compared OMol25 entry of this formula, charge and spin): 185.4 kcal per mole
Largest force on an atom: 0.185 hartree/bohr